142
Properties=species:S:1:pos:R:3 method="wB97M-V/def2-TZVPD" homo_lumo_gap_ev=8.624 mol_weight_g_mol=793.63 total_energy_ha=-3396.26808 charge=+1
C 1.44985 1.75868 -1.64323
C 0.80360 3.14457 -1.74699
C 1.45570 4.22878 -0.89412
C 1.17007 4.17020 0.60381
C 1.75190 3.01382 1.41508
C 3.22692 2.68384 1.15560
C 3.52689 1.24222 1.55635
C 4.91124 0.72605 1.18385
C 5.15367 0.46335 -0.30041
C 4.14474 -0.49053 -0.95942
C 4.60894 -1.95795 -1.05879
C 3.61787 -2.97186 -0.48782
C 3.18782 -2.65601 0.95827
C 1.71361 -2.90770 1.24929
C 0.83616 -1.73325 0.78758
C -0.52432 -1.83948 1.43269
N -1.49510 -0.71379 1.12915
S -0.66937 0.84692 1.42605
C -2.64446 -0.86494 2.10378
C -3.84000 0.04968 1.86464
O -4.82064 -0.30356 1.29455
Cl -3.75232 1.62908 2.60297
P -2.25921 -0.68686 -0.58259
C -0.97266 -0.11682 -1.72730
C -2.53179 -2.45512 -1.00221
C -1.76773 -2.98850 -2.21170
H 2.53301 1.85272 -1.64482
H 1.13616 1.22932 -0.74146
H 1.16517 1.13686 -2.49312
H 0.89139 3.45563 -2.79000
H -0.26801 3.08984 -1.52905
H 2.52625 4.27441 -1.10066
H 1.05398 5.18602 -1.23763
H 0.07729 4.14586 0.70839
H 1.48695 5.11569 1.04659
H 1.68134 3.30314 2.46103
H 1.15922 2.10255 1.30909
H 3.84623 3.34009 1.76671
H 3.51646 2.82250 0.11641
H 3.46007 1.20644 2.65020
H 2.73054 0.59283 1.18745
H 5.10032 -0.17821 1.76862
H 5.62175 1.47632 1.53648
H 6.13902 -0.00116 -0.38242
H 5.23224 1.41290 -0.83022
H 3.18432 -0.44882 -0.44664
H 3.93539 -0.12907 -1.96736
H 4.75830 -2.19157 -2.11515
H 5.58225 -2.11702 -0.59354
H 2.73722 -3.05733 -1.13153
H 4.09398 -3.95268 -0.47542
H 3.76412 -3.29109 1.63122
H 3.42688 -1.62578 1.21220
H 1.59270 -3.02058 2.33159
H 1.36692 -3.84143 0.80298
H 0.77536 -1.76689 -0.29995
H 1.34021 -0.81271 1.07185
H -0.38622 -1.85222 2.51610
H -1.01232 -2.77304 1.16557
H -1.46673 1.53252 0.59492
H -3.02730 -1.88476 2.02524
H -2.22594 -0.72189 3.09660
H -1.48687 -0.13809 -2.69047
H -0.08969 -0.74247 -1.80538
H -0.70315 0.91284 -1.51545
H -2.42660 -3.10722 -0.13457
H -3.59598 -2.47238 -1.25220
H -2.05967 -4.01869 -2.39716
H -0.68657 -2.95545 -2.08620
H -2.04787 -2.43441 -3.10526
C -8.56764 -2.14068 -0.33917
C -7.35880 -3.05445 -0.32287
O -6.20030 -2.43311 -0.88879
H -8.81018 -1.85166 -1.36252
H -9.43610 -2.63300 0.09823
H -8.37015 -1.22767 0.22724
H -7.55233 -3.95376 -0.90452
H -7.11033 -3.34525 0.70318
H -6.01876 -1.66142 -0.34156
C -1.92594 4.50287 4.54713
C -0.64075 3.75600 4.25041
O 0.46902 4.63518 4.08004
H -2.14962 5.20978 3.75166
H -2.77510 3.82560 4.65468
H -1.83397 5.07430 5.47282
H -0.71970 3.19852 3.31439
H -0.42522 3.04106 5.05208
H 0.57449 5.13323 4.89653
C -1.97331 7.22860 1.60618
C -0.71813 7.66996 0.87898
O 0.41066 7.69150 1.74538
H -2.18152 7.88987 2.44742
H -2.83786 7.22397 0.94025
H -1.83245 6.22030 1.99922
H -0.83875 8.67982 0.49100
H -0.51964 7.00548 0.02910
H 0.52936 6.79956 2.08965
C -4.06042 -4.20170 -6.28556
C -3.23778 -5.23241 -5.53671
O -3.37618 -5.10297 -4.11963
H -3.77264 -3.19312 -5.98761
H -3.92133 -4.30222 -7.36259
H -5.12338 -4.31530 -6.06438
H -2.17610 -5.10391 -5.74307
H -3.51877 -6.24447 -5.84319
H -4.30616 -5.22525 -3.90663
C 9.22474 -2.51755 0.01894
C 8.46080 -3.69286 0.59879
O 7.29072 -4.00210 -0.15770
H 8.58445 -1.63560 -0.03028
H 10.09893 -2.28089 0.62620
H 9.56547 -2.73976 -0.99481
H 8.10996 -3.46280 1.60369
H 9.10615 -4.57452 0.66187
H 7.56739 -4.22830 -1.05029
C -6.91150 0.23983 -4.14342
C -7.44663 -1.14847 -4.44092
O -6.53308 -2.17102 -4.05760
H -5.96170 0.39634 -4.65605
H -7.61314 1.00990 -4.46594
H -6.73926 0.36290 -3.07079
H -7.60770 -1.27569 -5.51022
H -8.40869 -1.29999 -3.93846
H -6.38054 -2.08833 -3.11052
C -5.45555 -4.93628 2.78191
C -4.28444 -4.91870 1.81818
O -3.06703 -4.53478 2.47283
H -5.57322 -3.95991 3.25412
H -6.38371 -5.19068 2.26972
H -5.29298 -5.66881 3.57492
H -4.44147 -4.17721 1.03317
H -4.16018 -5.89435 1.34075
H -2.88978 -5.17162 3.17109
C 8.04241 5.23218 1.52088
C 7.30735 3.90609 1.54368
O 6.55066 3.68546 0.35350
H 7.33871 6.05357 1.38633
H 8.59215 5.39072 2.44909
H 8.75557 5.26407 0.69412
H 6.58707 3.88247 2.36115
H 8.01511 3.08300 1.69183
H 7.16520 3.69860 -0.38602


8
Properties=species:S:1:pos:R:3 method="wB97M-V/def2-TZVPD" homo_lumo_gap_ev="6.515 / 7.621" mol_weight_g_mol=43.86 total_energy_ha=-141.00308 relative_energy_kj_mol=593.00 charge=0
B -0.89247 0.33529 -0.07313
C 1.35426 1.22381 -0.97922
O 0.15365 0.70869 -0.56012
H -1.25286 -2.16996 1.32770
H -1.74572 -0.38960 -0.17920
H -1.17069 -2.62692 2.01417
H 2.20909 0.61724 -0.62929
H 1.34474 2.30145 -0.92092


39
Properties=species:S:1:pos:R:3 method="wB97M-V/def2-TZVPD" homo_lumo_gap_ev="6.044 / 5.990" mol_weight_g_mol=608.30 total_energy_ha=-3758.65403 relative_energy_kj_mol=0.00 charge=-1
Ru 2.51887 0.01488 -0.07760
Cl -0.71179 -6.13432 0.07855
C -0.22809 -4.53665 -0.37735
C -0.95176 -3.84062 -1.33476
Cl -2.33399 -4.56637 -2.08178
C -0.55400 -2.54887 -1.69160
Cl -1.46456 -1.62541 -2.84720
C 0.56952 -1.93403 -1.13165
O 0.96343 -0.74104 -1.46118
C 1.32221 -2.65606 -0.13377
O 2.35713 -2.08203 0.39338
C 0.88788 -3.93964 0.21934
Cl 1.77339 -4.76829 1.45490
S 3.82807 0.85486 1.98728
C 2.21622 1.02789 2.45922
N 1.24108 0.71121 1.64589
C -0.00992 0.92023 2.16028
C -1.20745 0.66555 1.49433
C -2.39698 0.95657 2.13792
C -2.39691 1.49004 3.42727
C -1.20996 1.73352 4.10277
C -0.01371 1.44450 3.46486
S 1.63517 1.64020 4.01580
H -1.15978 0.23736 0.49868
H -3.33767 0.76062 1.63913
H -3.33922 1.71503 3.91129
H -1.22202 2.13759 5.10712
O 2.47664 2.01013 -0.96831
N 1.38465 1.98434 -1.70354
C 1.41811 1.50452 -2.95991
C 0.28368 1.45367 -3.73053
C -0.92538 1.89330 -3.21272
C -0.94067 2.36631 -1.90975
C 0.22061 2.40457 -1.17691
H 2.38246 1.13985 -3.27555
H 0.34391 1.04391 -4.72823
H -1.83176 1.84254 -3.79800
H -1.86291 2.69024 -1.44873
H 0.27550 2.72989 -0.14894


9
Properties=species:S:1:pos:R:3 method="wB97M-V/def2-TZVPD" homo_lumo_gap_ev=10.216 smiles=c1cn[nH]c1 mol_weight_g_mol=68.08 total_energy_ha=-226.17577 relative_energy_kj_mol=129.74 charge=0
C -0.79972 0.36532 0.38619
C 0.38197 0.42338 1.13296
N 1.38893 -0.25528 0.57889
N 0.81313 -0.63956 -0.72468
C -0.47947 -0.27947 -0.76720
H -1.73276 0.82944 0.63684
H 0.45987 1.19769 1.90885
H 1.12092 -1.17955 -1.55926
H -1.15287 -0.46196 -1.59258


8
Properties=species:S:1:pos:R:3 method="wB97M-V/def2-TZVPD" homo_lumo_gap_ev="5.328 / 6.757" mol_weight_g_mol=362.96 total_energy_ha=-1580.90817 relative_energy_kj_mol=252.12 charge=-1
C 1.18077 -0.17371 1.04705
O -1.90457 1.36405 -1.64936
O -1.57850 -0.63014 -0.10979
S -0.60545 -0.95364 -2.75865
S -1.13215 0.20251 -1.24227
I -0.19379 1.08622 2.17994
I 3.14330 0.34180 1.33086
H 1.09038 -1.23709 1.20222


19
Properties=species:S:1:pos:R:3 method="wB97M-V/def2-TZVPD" homo_lumo_gap_ev=7.113 mol_weight_g_mol=107.15 total_energy_ha=-368.93959 charge=-1
C -0.61067 -0.10611 0.60918
H 1.12606 -0.08516 1.81006
F -0.48660 -0.91653 -2.00469
C 0.92160 -0.17830 0.72332
C -1.33211 -1.43654 0.79504
H -0.97638 -2.19298 0.08502
H -1.09411 -1.85449 1.78730
H -2.42276 -1.29960 0.71455
N -1.13053 0.94703 -0.21330
H -0.80852 1.86666 0.12655
H -2.17040 0.92402 -0.20769
C 1.60869 1.01261 0.05049
H 1.48706 0.95007 -1.03914
H 1.19322 1.96512 0.41852
H 2.68584 1.00817 0.28814
N 1.41040 -1.48620 0.31239
H 2.32140 -1.66102 0.72502
H 1.53661 -1.51747 -0.72007
H -0.86710 0.42753 1.77730


9
Properties=species:S:1:pos:R:3 method="wB97M-V/def2-TZVPD" homo_lumo_gap_ev=10.093 mol_weight_g_mol=118.10 total_energy_ha=-791.97268 relative_energy_kj_mol=194.58 charge=+1
C -1.02491 0.07976 -0.01852
N 0.24827 -0.56055 0.00911
F 1.36736 1.14785 -1.01176
F 1.72545 0.94946 1.21022
F -0.06343 -2.09954 -0.04864
S 1.74978 0.01418 -0.02231
H -0.92102 1.14280 -0.18723
H -1.54167 -0.29949 0.88045
H -1.53983 -0.37448 -0.81130


44
Properties=species:S:1:pos:R:3 method="wB97M-V/def2-TZVPD" homo_lumo_gap_ev=8.853 smiles=COC[C@H](C)N.CCO.CCO.O.O.O mol_weight_g_mol=235.32 total_energy_ha=-828.35198 relative_energy_kj_mol=8.95 charge=0
C -1.34525 0.30213 -3.39816
O -1.79137 -0.96249 -2.95997
C -0.75797 -1.70385 -2.29752
C -1.41584 -2.83763 -1.55808
C -2.34423 -2.36824 -0.43726
N -0.35872 -3.69322 -0.97223
H -2.22227 0.93860 -3.50091
H -0.81367 0.25843 -4.35757
H -0.60186 0.74684 -2.72617
H -0.10402 -2.17350 -3.04293
H -0.16227 -1.04355 -1.66606
H -2.01125 -3.43358 -2.25039
H -1.79182 -1.85422 0.34708
H -2.89812 -3.21950 -0.03936
H -3.08673 -1.66093 -0.82264
H -0.80457 -4.37276 -0.36756
H 0.25498 -3.19218 -0.33838
C 3.27067 3.27305 1.30972
C 3.83580 2.38706 0.22641
O 2.95320 2.49304 -0.89360
H 3.04816 4.27780 0.95428
H 3.93296 3.32118 2.17580
H 2.34185 2.86789 1.71679
H 3.85918 1.33716 0.53121
H 4.86528 2.64655 -0.03130
H 3.19784 2.01012 -1.68595
C -0.87442 -0.92219 3.49932
C 0.18924 -1.93975 3.20356
O 0.47042 -2.03198 1.82359
H -1.88468 -1.24335 3.22119
H -0.72431 0.07159 3.08518
H -0.97886 -0.87567 4.59088
H 0.03813 -2.94940 3.58596
H 1.11116 -1.61276 3.71232
H 0.35976 -1.16827 1.40584
O -2.48738 1.56400 0.26923
H -2.86083 2.01702 -0.49235
H -2.94549 1.93551 1.02961
O 0.40280 3.58752 -0.75962
H 1.30186 3.26499 -0.96089
H -0.04565 3.63181 -1.60886
O 0.12561 0.53026 0.41980
H 0.51784 0.87381 -0.38735
H -0.76519 0.92266 0.44737


What is the charge in the fourth record?
0